1.
11
Properties=species:S:1:pos:R:3:forces:R:3 method="wB97M-V/def2-TZVPD" homo_ev="-9.0 / -9.0" total_energy_ha=-470.96859 homo_lumo_gap_ev="8.91 / 8.91" de_lowest_kcal_mol=52.7 molar_mass_g_mol=111.07 charge=0
F -2.18186 -0.73069 0.98159 0.1 -0.1 0.3
F -2.09893 1.08153 -0.17373 0.1 0.2 0.0
F -1.46653 -0.77293 -1.04817 0.1 0.0 -0.1
N 0.88120 0.91583 -0.18945 0.1 0.4 0.1
C -0.07055 0.18263 0.63291 3.3 -1.3 -2.6
C 1.45637 -0.32489 -0.64359 -3.2 0.8 2.8
C -1.43107 -0.05580 0.09447 -0.5 0.0 -0.3
H 0.17894 -0.20623 1.60783 0.0 0.0 0.1
H 2.18628 -0.86670 -0.06000 0.2 0.1 0.0
H 1.50242 1.51726 0.34092 -0.1 -0.1 -0.2
H 1.04374 -0.74002 -1.54278 0.0 0.0 -0.2

=====

2.
18
Properties=species:S:1:pos:R:3:forces:R:3 method="wB97M-V/def2-TZVPD" homo_ev=-13.4 total_energy_ha=-468.68780 homo_lumo_gap_ev=8.83 de_lowest_kcal_mol=93.0 molar_mass_g_mol=138.15 charge=+1
N -0.47383 1.73522 0.07950 -0.1 1.8 -0.1
N -3.15621 -0.37235 -0.03129 0.0 -0.3 0.0
N -1.06048 0.54023 0.21191 1.7 -0.2 -0.5
N 1.88931 1.39216 0.06415 -0.3 -1.4 -0.4
N -1.01142 -1.68087 0.21452 1.6 -0.5 -0.7
C 2.06609 0.23756 -0.06368 -0.2 0.3 0.6
C -0.31518 -0.62405 -0.03634 0.3 1.5 0.8
C 0.71090 2.14341 0.02148 -0.7 -1.3 0.3
C 2.91920 -0.88559 -0.00763 -2.8 -2.5 -4.4
C -2.43259 0.65699 -0.01534 -1.3 -1.4 0.0
H -0.70790 -2.54200 -0.14378 1.0 -1.3 -0.2
H -1.96722 -1.68467 0.42681 -2.0 0.5 0.4
H 2.62153 -1.66115 -0.87423 0.7 1.5 2.4
H -4.07783 -0.17109 -0.37095 -0.6 0.2 0.2
H 2.98192 -1.22248 0.94527 -0.7 -1.8 3.0
H 3.88066 -0.60511 -0.13347 3.3 1.4 -1.2
H -2.84463 1.61166 -0.22135 0.4 1.2 -0.1
H 0.97768 3.13214 -0.06559 -0.3 2.3 -0.1

=====

3.
14
Properties=species:S:1:pos:R:3:forces:R:3 method="wB97M-V/def2-TZVPD" homo_ev="-12.5 / -13.7" total_energy_ha=-479.12047 homo_lumo_gap_ev="7.82 / 8.76" de_lowest_kcal_mol=46.8 molar_mass_g_mol=291.48 charge=+1 multiplicity=2
Tl -0.15365 -1.71266 0.62052 0.1 -2.6 1.0
O 0.07652 0.49770 0.05455 -0.6 0.2 -0.5
O 2.18965 0.87570 -0.18433 0.0 0.1 0.2
C 1.05660 1.42803 0.08043 0.8 1.1 -0.2
C 2.37609 -0.52372 -0.46524 0.3 -0.2 -0.3
C -2.26322 0.00556 0.16479 -2.8 -1.7 2.6
C -1.23545 0.96237 0.08316 0.5 1.5 0.4
H 3.41803 -0.63576 -0.77265 -0.2 0.1 0.1
H -2.11416 -0.93359 -0.39030 -0.4 0.4 -0.1
H -3.24752 0.40083 -0.09891 0.3 0.1 -0.2
H -2.71874 -0.44652 1.47891 1.6 1.0 -2.9
H 2.22157 -1.11077 0.45182 0.3 0.2 -0.3
H 1.72654 -0.83747 -1.29363 0.1 0.0 0.2
H -1.33225 2.03029 0.27088 0.1 -0.3 -0.1

=====

4.
25
Properties=species:S:1:pos:R:3:forces:R:3 method="wB97M-V/def2-TZVPD" homo_ev=-16.3 total_energy_ha=-4295.82213 homo_lumo_gap_ev=6.17 molar_mass_g_mol=398.85 charge=+2
Lu 1.00973 -1.79548 1.59584 -6.0 0.4 0.1
Br -1.44988 -1.00948 2.31132 0.8 0.5 1.5
O -2.44250 -1.98164 0.02241 0.4 1.7 0.8
O -0.43470 -0.89269 -0.61347 0.4 0.1 0.6
O 1.64512 0.23017 1.17143 1.4 -2.2 -0.4
C 1.40432 1.58592 0.68732 -1.5 1.9 -0.9
C -1.50320 0.02254 -0.58807 0.5 1.6 2.8
C 0.56799 1.67669 -0.60881 -0.7 -0.2 0.4
C 2.56696 -0.50777 0.32389 0.9 0.2 -0.6
C -0.98748 1.49268 -0.42647 0.7 -0.3 -0.4
C -2.39514 -0.67581 0.52945 -0.9 -2.6 -4.3
B -1.18837 -2.19930 -0.73671 -0.1 1.2 -1.0
H -1.42896 2.07054 -1.24619 -0.1 0.0 0.3
H 0.93244 1.04143 -1.42410 0.0 0.1 0.2
H 0.70534 2.70985 -0.95731 0.1 -0.2 0.2
H -0.37080 -2.97305 -0.25045 1.0 -1.1 1.2
H -2.19482 -0.00436 -1.44150 0.4 -0.5 -0.2
H 2.32900 2.16434 0.57603 0.2 -0.8 0.2
H -1.31743 -2.28177 -1.92744 -0.3 -1.1 0.2
H 0.82797 2.07788 1.47935 0.2 -0.4 0.1
H -3.43645 -0.37529 0.67771 0.4 0.4 0.9
H 2.43392 -1.64461 0.56703 2.6 1.6 -2.1
H -1.27885 1.97776 0.51351 -0.2 -0.3 -0.1
H 3.62634 -0.29316 0.51846 -0.3 0.0 0.3
H 2.37948 -0.41539 -0.75324 -0.3 0.0 0.3

=====

Max |F| values (in eV/A) by entry order: 4.36, 5.76, 4.14, 6.04.